Entry 1:
Computed, not measured: C40H41OP2V as an isolated structure in a non-equilibrium geometry, with ωB97M-V with the def2-TZVPD basis set.

Geometry as XYZ:
```
85
Properties=species:S:1:pos:R:3:mulliken_spin:R:1
C 1.092 1.564 -3.043 -0.0100
C 1.732 0.379 -2.622 -0.0285
C 1.681 -0.806 -3.360 0.0155
C 1.130 -0.760 -4.625 0.0074
C 0.646 0.442 -5.126 -0.0007
C 0.637 1.610 -4.348 0.0001
P 2.192 0.268 -0.841 -0.1073
C 3.177 -1.182 -0.493 -0.0245
C 2.671 -2.342 0.113 -0.0229
C 3.497 -3.463 0.187 0.0258
C 4.805 -3.427 -0.301 0.0039
C 5.319 -2.258 -0.883 -0.0021
C 4.508 -1.128 -0.975 -0.0065
V 0.120 -0.788 0.710 2.0552
P -2.337 0.078 0.014 -0.1422
C -2.253 -0.941 -1.483 -0.0484
C -2.780 -0.450 -2.682 0.0166
C -2.650 -1.232 -3.823 -0.0023
C -1.991 -2.462 -3.789 0.0033
C -1.362 -2.873 -2.607 0.0033
C -1.463 -2.106 -1.443 0.0183
C -3.481 -0.566 1.270 -0.0345
C -3.525 -0.001 2.562 -0.0126
C -4.433 -0.496 3.485 0.0057
C -5.330 -1.506 3.141 -0.0129
C -5.311 -2.028 1.847 0.0062
C -4.408 -1.564 0.898 -0.0210
C -2.560 1.836 -0.301 -0.0239
C -1.522 2.760 -0.049 0.0055
C -1.684 4.100 -0.370 0.0000
C -2.881 4.551 -0.942 -0.0017
C -3.919 3.634 -1.182 -0.0002
C -3.756 2.273 -0.884 -0.0021
C 2.853 1.814 -0.191 -0.0828
C 3.581 2.653 -1.066 -0.0046
C 4.181 3.804 -0.557 0.0005
C 4.043 4.110 0.804 -0.0008
C 3.284 3.309 1.658 0.0097
C 2.683 2.157 1.171 0.0781
H -2.865 0.833 2.819 0.0004
H -4.435 -0.088 4.487 0.0001
H -6.041 -1.884 3.872 -0.0004
H -6.001 -2.815 1.566 0.0001
H -4.438 -1.945 -0.131 -0.0025
H -3.269 0.527 -2.720 0.0011
H -3.090 -0.863 -4.741 -0.0001
H -1.949 -3.087 -4.680 0.0000
H -0.762 -3.785 -2.610 0.0001
H -0.944 -2.419 -0.513 0.0107
H -0.585 2.432 0.401 0.0296
H -0.890 4.815 -0.158 0.0001
H -3.018 5.603 -1.204 0.0000
H -4.875 3.981 -1.585 -0.0001
H -4.572 1.564 -1.066 0.0003
H 3.673 2.383 -2.127 -0.0010
H 4.748 4.446 -1.237 0.0000
H 4.530 4.996 1.196 0.0001
H 3.160 3.567 2.702 0.0002
H 2.086 1.503 1.813 -0.0166
H 1.635 -2.357 0.502 0.0166
H 3.130 -4.379 0.631 0.0004
H 5.445 -4.302 -0.233 0.0009
H 6.342 -2.200 -1.265 -0.0005
H 4.876 -0.200 -1.433 -0.0002
H 2.152 -1.706 -2.986 -0.0058
H 1.080 -1.674 -5.191 -0.0001
H 0.215 0.487 -6.122 0.0000
H 0.283 2.559 -4.746 0.0000
H 1.004 2.441 -2.388 0.0036
H -0.866 0.280 -0.058 -0.1251
H 0.752 0.170 -0.667 0.0800
C 1.249 -0.089 4.567 -0.0013
C 0.482 -1.160 3.796 0.0434
C 1.253 -2.470 3.744 0.0104
C -0.903 -1.379 4.393 0.0008
O 0.336 -0.640 2.460 0.2901
H 1.419 -0.348 5.612 -0.0012
H 0.694 0.851 4.537 -0.0003
H 2.219 0.088 4.096 0.0031
H 1.431 -2.856 4.750 -0.0011
H 0.695 -3.226 3.179 -0.0017
H 2.218 -2.335 3.246 0.0029
H -1.449 -0.435 4.444 -0.0017
H -1.491 -2.061 3.770 0.0042
H -0.850 -1.786 5.404 -0.0021
```

Summary:
**Largest force on an atom**: 0.0344 hartree/bohr
**<S²>**: 2.09
**E_HOMO (alpha / beta)**: -13.050 / -12.261 eV
**Total charge**: +2
**Multiplicity**: 3
**Orbital gap (alpha / beta)**: 7.789 / 6.876 eV

=====

Entry 2:
Computed, not measured: C40H41OPdSi3Te as an isolated structure, with ωB97M-V with the def2-TZVPD basis set.

Geometry as XYZ:
```
87
Properties=species:S:1:pos:R:3:mulliken_charge:R:1
Pd -0.065 1.042 -0.307 -0.4413
C 2.931 0.433 1.345 -0.7273
Si 2.331 1.517 -0.030 1.0397
C 2.708 1.177 -1.812 -1.0110
C 2.535 3.294 0.420 0.5115
C 3.797 3.827 0.701 -0.7636
C 3.933 5.175 0.987 -0.6491
C 2.811 5.995 1.015 -0.8425
C 1.556 5.467 0.762 -0.5981
C 1.405 4.112 0.454 0.4140
Si -0.301 3.378 0.241 0.7674
C -1.198 4.235 -1.154 -1.0258
C -1.096 3.510 1.925 -0.7682
H 3.996 0.242 1.169 0.4074
H 2.416 -0.523 1.401 -0.1072
H 2.836 0.959 2.295 0.5080
H 3.771 0.898 -1.833 0.3226
H 2.574 2.078 -2.411 0.5401
H 2.156 0.345 -2.233 0.2052
H 4.680 3.196 0.696 0.4150
H 4.911 5.588 1.195 0.4282
H 2.918 7.048 1.242 0.4136
H 0.692 6.121 0.809 0.4048
H -1.062 5.316 -1.057 0.4096
H -2.268 4.028 -1.152 0.3043
H -0.787 3.945 -2.123 0.2952
H -0.969 4.529 2.300 0.5133
H -0.599 2.843 2.633 0.3037
H -2.155 3.269 1.913 -0.1283
Te -2.633 0.943 -0.769 0.4907
C -2.935 -0.440 0.781 0.6763
C -2.661 -0.136 2.110 -0.2087
C -2.826 -1.116 3.075 -0.7120
C -3.246 -2.389 2.709 -0.4970
C -3.502 -2.689 1.380 -0.6491
C -3.349 -1.713 0.405 -0.5314
C -4.253 2.266 -0.498 0.6039
C -4.573 3.006 0.633 0.0111
C -5.689 3.826 0.619 -0.7578
C -6.483 3.912 -0.516 -0.4947
C -6.170 3.167 -1.641 -0.7090
C -5.052 2.344 -1.637 -0.5316
H -2.313 0.851 2.391 0.2573
H -2.619 -0.888 4.112 0.4192
H -3.365 -3.154 3.465 0.4318
H -3.813 -3.684 1.095 0.4387
H -3.526 -1.956 -0.636 0.4065
H -3.993 2.927 1.540 0.2797
H -5.942 4.396 1.503 0.4221
H -7.352 4.557 -0.520 0.4064
H -6.790 3.223 -2.524 0.4178
H -4.810 1.768 -2.522 0.3529
O 0.652 -0.777 -0.487 0.8628
Si 1.229 -2.295 -0.590 -2.0975
C 0.019 -3.232 -1.667 0.2892
C 0.162 -4.606 -1.865 -0.3091
C -0.734 -5.315 -2.654 -0.7472
C -1.793 -4.656 -3.262 -0.5737
C -1.951 -3.291 -3.082 -0.6330
C -1.049 -2.588 -2.290 -0.1450
C 2.922 -2.333 -1.396 0.4903
C 3.040 -2.496 -2.779 -0.2021
C 4.273 -2.406 -3.413 -0.7387
C 5.418 -2.155 -2.670 -0.4952
C 5.328 -2.009 -1.292 -1.0150
C 4.093 -2.100 -0.666 0.0546
C 1.329 -2.999 1.138 0.5427
C 2.225 -4.003 1.508 -0.2278
C 2.236 -4.516 2.799 -0.6755
C 1.348 -4.030 3.745 -0.6158
C 0.447 -3.033 3.398 -0.5504
C 0.440 -2.524 2.107 -0.0567
H 0.983 -5.137 -1.393 0.3613
H -0.606 -6.380 -2.796 0.4230
H -2.491 -5.207 -3.880 0.3987
H -2.770 -2.772 -3.565 0.4393
H -1.166 -1.519 -2.167 0.3248
H 2.154 -2.696 -3.372 0.3687
H 4.340 -2.539 -4.485 0.4226
H 6.380 -2.090 -3.162 0.4072
H 6.223 -1.841 -0.705 0.4332
H 4.044 -2.013 0.414 0.6556
H 2.931 -4.390 0.781 0.4020
H 2.941 -5.293 3.067 0.4250
H 1.357 -4.427 4.752 0.3954
H -0.250 -2.651 4.135 0.4588
H -0.268 -1.743 1.845 0.2627
```

Summary:
**Largest force on an atom**: 0.0155 hartree/bohr
**E_HOMO (alpha / beta)**: -11.029 / -11.029 eV
**Total charge**: +1
**Relative energy (zero: lowest compared OMol25 entry of this formula, charge and spin)**: 133.3 kJ/mol
**Orbital gap (alpha / beta)**: 5.576 / 5.575 eV

=====

| no. | calculated total energy (Ha) |
| --- | --- |
| 1 | -3250.14677 |
| 2 | -2888.30599 |